DFT (wB97M-V/def2-TZVPD) results for a structure of composition C26H24AsCl3GeIrN4OS3Se.

Its energy above the lowest of the compared OMol25 structures with the same formula, charge and spin is 29.9 kJ/mol. The HOMO energy is -9.91 eV. Its charge is +1. The LUMO energy comes out at -3.8705 eV.

Geometry as XYZ:
```
65
Properties=species:S:1:pos:R:3:forces:R:3:lowdin_charge:R:1
Ir 0.4049 -0.8305 0.5179 0.0 0.1 -0.3 0.51
O 0.2678 0.2216 2.3343 0.0 -0.1 0.1 -0.30
N 0.2300 -0.5666 3.4027 0.0 0.0 0.0 -0.19
C -0.3941 -0.0855 4.4880 0.0 0.0 0.0 0.03
C -0.4896 -0.8411 5.6357 0.0 0.0 0.0 0.00
C 0.0458 -2.1176 5.6621 0.0 0.0 0.0 -0.01
C 0.6916 -2.5937 4.5335 0.0 0.0 0.1 -0.07
C 0.7904 -1.7952 3.4128 0.1 0.0 0.0 -0.59
S 1.5910 -2.3647 1.9339 -0.2 0.1 0.0 0.61
H -0.8099 0.9022 4.3605 0.0 0.0 0.0 0.16
H -1.0026 -0.4244 6.4900 0.0 0.0 0.0 0.13
H -0.0390 -2.7356 6.5444 0.0 0.0 0.0 0.13
H 1.1264 -3.5823 4.5033 0.0 0.0 0.0 0.13
S -1.5337 -2.0249 1.1065 0.0 -0.1 -0.1 0.56
C -2.8997 -0.9874 0.6705 0.0 0.1 0.1 -0.65
C -4.1784 -1.4030 1.0543 0.0 0.0 0.0 -0.12
C -5.2789 -0.6061 0.7987 0.0 0.0 0.0 -0.07
C -5.1407 0.6230 0.1587 0.0 0.0 0.0 -0.08
C -3.8853 1.0336 -0.2477 0.0 0.0 -0.1 -0.09
C -2.7776 0.2248 -0.0041 0.0 0.0 0.0 -0.39
As -1.0312 0.6965 -0.6097 0.0 0.0 0.0 1.23
C -0.7383 2.5710 -0.3243 0.0 0.0 0.1 -0.35
C -1.1245 3.4821 -1.3023 0.0 0.0 0.0 -0.10
C -0.9685 4.8413 -1.0734 0.0 0.0 0.0 -0.06
C -0.4292 5.2866 0.1237 0.0 0.0 0.0 -0.06
C -0.0444 4.3762 1.0975 0.0 0.0 0.0 -0.07
C -0.1995 3.0162 0.8794 0.0 0.1 -0.1 -0.11
C -1.0170 0.4919 -2.5145 0.1 0.0 0.0 -0.41
C -1.9880 -0.2660 -3.1540 0.0 0.0 0.0 -0.10
C -1.8800 -0.5025 -4.5182 0.0 0.0 0.0 -0.07
C -0.8048 0.0091 -5.2291 0.0 0.0 0.0 -0.07
C 0.1670 0.7651 -4.5836 0.0 0.0 0.0 -0.06
C 0.0662 1.0072 -3.2230 0.0 0.0 0.0 -0.11
H -4.2986 -2.3510 1.5633 0.0 0.0 0.0 0.10
H -6.2594 -0.9431 1.1093 0.0 0.0 0.0 0.11
H -6.0044 1.2485 -0.0195 0.0 0.0 0.0 0.11
H -3.7591 1.9830 -0.7558 0.0 0.0 0.0 0.11
H -1.5314 3.1375 -2.2450 0.0 0.0 0.0 0.11
H -1.2651 5.5512 -1.8339 0.0 0.0 0.0 0.11
H -0.2997 6.3471 0.2943 0.0 0.0 0.0 0.11
H 0.3868 4.7266 2.0259 0.0 0.0 0.0 0.11
H 0.1165 2.3096 1.6313 0.0 0.0 0.0 0.08
H -2.8242 -0.6706 -2.5960 0.0 0.0 0.0 0.11
H -2.6370 -1.0873 -5.0237 0.0 0.0 0.0 0.11
H -0.7249 -0.1759 -6.2923 0.0 0.0 0.0 0.11
H 1.0001 1.1717 -5.1420 0.0 0.0 0.0 0.11
H 0.8220 1.6042 -2.7212 0.0 0.0 0.0 0.09
C 4.5182 -1.7715 -2.0358 0.0 0.0 0.0 -0.05
N 3.1269 -1.5794 -1.6585 0.1 0.0 0.2 -0.02
C 2.1833 -2.4883 -1.7835 -0.2 0.0 -0.2 -0.77
N 2.4811 -3.6735 -2.3251 0.0 0.0 0.1 0.13
S 0.5183 -2.2319 -1.3761 0.1 0.0 0.2 0.64
H 5.0663 -0.8748 -1.7623 0.0 0.0 0.0 0.09
H 4.6135 -1.9270 -3.1118 0.0 0.0 0.0 0.10
H 4.9571 -2.6164 -1.4994 0.0 0.0 0.0 0.08
H 2.8491 -0.6955 -1.2462 0.0 0.1 0.0 0.05
H 3.4188 -3.9192 -2.5944 0.0 0.0 -0.1 0.11
H 1.7783 -4.3926 -2.3176 0.0 0.0 0.0 0.11
Cl 4.7871 -0.1925 1.4328 -0.2 0.0 0.0 0.28
Ge 3.7644 -1.8048 2.3201 0.3 -0.2 0.1 -0.39
Cl 4.6716 -3.5894 1.5679 0.0 0.1 0.1 0.19
Cl 3.9439 -1.6045 4.4286 0.0 -0.1 -0.1 0.26
Se 3.3878 2.8529 -0.7649 -0.1 0.0 0.0 0.59
C 2.5027 1.4218 -0.2478 0.2 0.0 -0.1 -1.00
N 1.9835 0.4138 0.0550 -0.1 0.2 0.0 -0.20
```
Forces are in eV/Å.

=====

DFT (wB97M-V/def2-TZVPD) results for a structure of composition C37H76F9HgN4O7PS at a distorted geometry.

As for the expectation value of S²: 0.752. The HOMO energy (spin up / spin down) is -4.94 / -5.74 eV. Its charge is -1. Its multiplicity is 2. The LUMO energy (spin up / spin down) comes out at 2.3089 / 1.4988 eV.

Geometry as XYZ:
```
136
Properties=species:S:1:pos:R:3:forces:R:3:lowdin_spin:R:1
Hg -1.6485 1.1693 0.0341 -1.6 0.6 -0.7 0.46
P 0.8418 -0.5511 0.8963 0.1 1.8 2.7 0.01
F -0.6161 -0.9480 0.2493 1.0 -2.2 0.1 0.07
F -0.0451 0.2825 2.0522 -0.1 -1.0 -0.3 0.01
F 0.8999 -1.8859 1.9056 -0.2 1.1 -1.4 0.00
F 2.1115 0.1232 1.6275 0.5 -1.0 -0.4 0.00
F 1.7228 -1.2631 -0.2052 -0.3 -0.6 0.1 0.00
F 0.7363 0.7650 -0.0284 0.8 0.4 -0.6 0.03
C 1.5938 3.7687 2.3319 -1.4 -1.8 -2.4 0.00
F 2.0284 4.7964 2.9516 0.9 2.3 0.6 0.00
F 2.6117 3.2073 1.6060 -0.9 0.5 0.6 0.00
F 1.1987 2.9143 3.2573 -0.3 -0.8 0.1 0.00
S 0.0898 4.1966 1.0910 -0.2 3.6 -1.2 0.01
O 0.7491 4.6851 -0.1278 0.7 -1.3 0.5 0.00
O -0.7221 3.0242 0.8889 0.5 -0.9 1.0 0.10
O -0.7257 5.2862 1.6146 0.9 -0.8 1.3 0.00
C -2.3379 -3.9769 0.6158 -0.8 -0.5 1.1 0.00
C -2.2464 -4.8953 1.9090 0.6 0.1 -0.4 0.00
C -2.0309 -6.3716 1.4321 0.2 1.1 0.7 0.00
C -1.7002 -7.2907 2.6110 0.1 0.6 0.3 0.00
C -0.4899 -6.7884 3.4561 -0.2 -0.3 -1.2 0.00
C -0.4577 -5.2851 3.7864 0.3 1.1 0.3 0.00
N -1.0290 -4.4488 2.6532 0.2 -0.6 -0.3 0.00
O -1.2146 -3.0827 3.0767 -0.7 -1.2 0.4 0.00
C -1.1486 -4.9815 5.1381 0.1 0.1 -0.4 0.00
C 1.0204 -4.8088 3.8765 0.0 0.7 -0.4 0.00
C -3.5413 -4.8059 2.7555 -0.2 1.1 -0.3 0.00
H -3.2239 -4.2832 0.0596 0.0 -0.3 -0.2 0.00
H -1.4610 -4.0114 -0.0306 0.1 -0.2 0.3 0.00
H -2.5453 -2.9346 0.8578 0.3 0.0 0.2 0.00
H -2.9187 -6.6803 0.8803 -0.2 -0.1 0.2 0.00
H -1.2298 -6.4007 0.6935 0.3 0.1 0.1 0.00
H -1.5185 -8.2740 2.1770 0.1 -0.2 0.4 0.00
H -2.5386 -7.3550 3.3046 -0.3 -0.2 -0.2 0.00
H 0.4115 -7.0517 2.9026 0.2 0.2 -0.2 0.00
H -0.4114 -7.3698 4.3747 -0.2 0.1 0.1 0.00
H -2.2196 -5.1651 5.0521 0.0 0.1 0.2 0.00
H -0.7572 -5.5662 5.9705 0.1 -0.4 -0.2 0.00
H -0.9396 -3.9470 5.4103 -0.4 0.1 -0.2 0.00
H 1.5261 -4.9607 2.9229 0.0 -0.5 0.0 0.00
H 1.0834 -3.7253 3.9770 -0.5 0.2 0.1 0.00
H 1.6432 -5.1539 4.7018 -0.3 -0.7 0.1 0.00
H -3.8445 -5.6701 3.3465 0.2 -0.3 -0.4 0.00
H -4.3519 -4.4849 2.1013 -0.3 -0.5 -0.1 0.00
H -3.5077 -3.9849 3.4718 0.4 0.1 0.0 0.00
H -0.5856 -2.5780 2.5558 0.4 0.0 -0.2 0.00
C 0.9013 0.2926 -3.1674 -0.9 0.3 1.5 0.00
C 0.7279 1.7342 -3.6998 0.3 -0.4 -0.2 0.00
C 0.4166 1.5452 -5.1833 0.7 1.4 -1.0 0.00
C -0.0549 2.8345 -5.9188 -0.3 -1.4 1.5 0.00
C -1.2609 3.3739 -5.1495 0.9 0.5 -0.9 0.00
C -1.0327 3.7158 -3.6709 -0.5 0.2 0.4 0.00
N -0.3806 2.5019 -3.0746 -2.0 -1.1 -2.8 0.00
O -0.3964 2.5042 -1.7162 1.1 0.6 0.0 0.09
C -0.2320 5.0050 -3.4199 1.6 -1.2 0.0 0.00
C -2.4561 4.0676 -3.0578 0.6 -1.3 -0.3 0.00
C 2.1265 2.3831 -3.5189 -1.1 0.4 -0.6 0.00
H 1.5037 0.3044 -2.2591 0.3 -0.1 -0.2 0.00
H 1.2942 -0.4073 -3.9049 0.2 0.3 -0.1 0.00
H -0.0300 -0.1285 -2.7887 -0.4 0.0 -0.3 0.00
H 1.3430 1.2584 -5.6809 0.2 -0.4 0.1 0.00
H -0.2839 0.7279 -5.3548 -0.3 0.1 0.2 0.00
H -0.3912 2.4940 -6.8982 0.1 0.5 -0.3 0.00
H 0.6987 3.6191 -5.9874 0.3 -0.2 -0.2 0.00
H -2.0241 2.6047 -5.2677 -0.4 0.3 0.2 0.00
H -1.4568 4.2726 -5.7345 -1.0 0.3 0.4 0.00
H -0.0289 5.1319 -2.3565 -1.1 0.6 0.3 0.00
H 0.8146 4.8159 -3.6583 0.2 0.3 -1.0 0.00
H -0.6304 5.8649 -3.9583 0.1 0.0 0.4 0.00
H -2.7900 5.0523 -3.3848 0.2 0.0 -0.2 0.00
H -3.1695 3.3319 -3.4293 -0.2 -0.1 0.1 0.00
H -2.4906 4.0606 -1.9684 0.3 -0.1 0.0 0.00
H 2.8988 1.6458 -3.7380 0.1 0.2 0.2 0.00
H 2.2150 2.8002 -2.5158 0.2 -0.2 0.1 0.00
H 2.1813 3.1983 -4.2404 0.4 0.2 0.1 0.00
H 0.3034 3.1524 -1.6082 0.3 0.5 2.1 0.00
C 6.9646 -0.6603 -2.0374 0.2 0.4 0.3 0.00
C 5.7100 0.0307 -2.6594 0.0 -1.0 1.0 0.00
C 4.6684 0.2528 -1.4426 0.4 0.0 -0.8 0.00
C 4.9478 1.4571 -0.4995 0.3 -1.0 -2.1 0.00
C 5.2183 2.6677 -1.4246 -0.4 -0.2 1.1 0.00
C 6.2960 2.4981 -2.4849 1.2 -0.8 0.3 0.00
N 6.0123 1.2925 -3.3026 -0.9 1.3 0.3 0.00
O 6.8902 1.1832 -4.4523 -0.4 -0.2 1.2 0.00
C 6.2640 3.7263 -3.4415 -0.1 -1.0 0.5 0.00
C 7.7032 2.4367 -1.7262 -0.4 0.2 -1.3 0.00
C 5.0225 -0.8716 -3.7114 0.8 -0.7 0.1 0.00
H 7.1469 -0.2004 -1.0661 -0.2 -0.3 0.2 0.00
H 7.9237 -0.5135 -2.5342 -0.2 0.1 -0.7 0.00
H 6.8562 -1.7349 -1.8907 -0.3 0.0 0.0 0.00
H 3.6817 0.2822 -1.9047 -0.1 0.7 0.0 0.00
H 4.5553 -0.6733 -0.8790 0.6 -0.2 0.1 0.00
H 5.8407 1.2625 0.0946 0.0 -0.1 0.1 0.00
H 4.1017 1.5422 0.1823 0.0 0.5 -0.1 0.00
H 5.6109 3.4245 -0.7454 -0.4 0.7 -0.3 0.00
H 4.2914 2.9642 -1.9157 0.0 0.2 0.2 0.00
H 6.2666 4.6368 -2.8422 0.4 0.1 -0.2 0.00
H 7.0778 3.6207 -4.1590 0.2 0.5 0.2 0.00
H 5.3412 3.7332 -4.0215 -0.2 -0.2 0.1 0.00
H 7.7972 1.7889 -0.8546 -0.6 0.1 0.0 0.00
H 8.4477 2.0546 -2.4246 0.1 0.2 -0.2 0.00
H 7.9711 3.4567 -1.4508 0.1 0.0 0.1 0.00
H 4.3825 -1.6401 -3.2779 -0.5 0.5 0.3 0.00
H 5.7365 -1.5295 -4.2068 0.5 0.4 -0.3 0.00
H 4.5277 -0.2808 -4.4823 -0.3 -0.1 0.2 0.00
H 6.2998 1.5752 -5.0998 0.2 -0.1 -0.4 0.00
C -2.8778 1.8023 3.4681 0.9 -0.4 0.2 0.01
C -3.9949 0.7569 3.4387 -0.3 0.3 0.6 0.00
C -5.2672 1.4807 3.9360 -0.4 0.0 -0.2 0.00
C -6.5776 0.8023 3.5331 -0.4 0.8 -0.2 0.00
C -6.5718 0.5762 2.0241 0.2 -0.1 0.4 0.00
C -5.3936 -0.3117 1.6169 0.4 0.9 -1.9 0.00
N -4.1207 0.3412 2.0209 -1.7 1.5 0.4 0.01
O -2.9882 -0.3519 1.6289 -0.5 -0.5 0.1 0.11
C -5.5366 -1.6783 2.1907 -0.8 -1.6 -0.1 0.00
C -5.4529 -0.4134 0.0283 0.4 -0.2 0.1 0.01
C -3.7528 -0.3710 4.4934 1.0 -0.1 0.2 0.00
H -1.8970 1.3291 3.5152 0.1 -0.1 0.1 0.00
H -2.8185 2.4206 2.5724 -0.5 0.1 0.0 0.01
H -2.9673 2.4420 4.3460 0.0 0.0 0.0 0.00
H -5.2220 1.4904 5.0250 0.2 0.1 0.1 0.00
H -5.2238 2.5241 3.6240 -0.2 0.0 -0.3 0.00
H -6.7624 -0.0460 4.1922 0.2 -0.6 -0.5 0.00
H -7.4546 1.4151 3.7417 0.1 0.5 0.2 0.00
H -6.5196 1.5322 1.5031 0.6 0.3 0.2 0.00
H -7.5156 0.2248 1.6073 0.0 -0.8 0.3 0.00
H -6.3474 -2.1222 1.6129 -0.1 -0.5 0.1 0.00
H -5.8299 -1.7695 3.2365 0.1 0.4 0.0 0.00
H -4.6796 -2.3408 2.0693 0.2 0.2 -0.2 0.00
H -6.3219 -0.9502 -0.3523 -0.2 -0.4 0.6 0.00
H -4.5811 -0.9196 -0.3862 0.1 -0.1 0.2 0.01
H -5.5324 0.5019 -0.5581 0.3 0.6 0.7 0.00
H -4.6392 -0.7520 5.0006 -0.2 -0.2 -0.6 0.00
H -3.0893 -1.1840 4.1989 -0.3 -0.4 -0.6 0.00
H -3.1466 -0.0354 5.3349 0.0 0.9 0.0 0.00
H -3.0491 -1.1717 2.1247 0.7 -0.8 0.2 0.00
```
Forces are in eV/Å.